[1]
{
  "formula": "C22H27Cl5F11N5O6S3SeTeW",
  "method": "ωB97M-V/def2-TZVPD",
  "de_lowest_kcal_mol": 77.1,
  "homo_energy_ha": [-0.50527, -0.50527],
  "charge": 2,
  "lumo_ev": [-8.489, -8.488],
  "elements": ["W", "Cl", "C", "C", "C", "Cl", "C", "Cl", "C", "Cl", "C", "Cl", "F", "C", "F", "F", "S", "O", "O", "N", "S", "O", "O", "C", "F", "F", "F", "F", "Te", "F", "F", "F", "F", "O", "Se", "N", "C", "C", "C", "C", "C", "C", "N", "H", "H", "H", "H", "C", "C", "C", "S", "O", "C", "C", "C", "H", "H", "H", "H", "H", "H", "H", "H", "H", "H", "H", "H", "H", "H", "N", "C", "C", "N", "H", "H", "H", "H", "H", "H", "H", "H", "H"],
  "positions_angstrom": [[0.29, -0.60, 0.46], [1.03, -0.54, 4.26], [-0.28, -1.58, 3.81], [-0.44, -2.01, 2.46], [-1.33, -3.10, 2.36], [-1.49, -4.04, 0.90], [-2.10, -3.60, 3.40], [-3.16, -4.92, 3.16], [-2.00, -3.03, 4.66], [-2.95, -3.60, 5.95], [-1.05, -2.04, 4.87], [-0.81, -1.42, 6.44], [1.14, 5.34, -1.14], [0.60, 4.15, -1.21], [-0.72, 4.24, -1.14], [0.95, 3.57, -2.37], [1.25, 3.06, 0.16], [1.22, 1.69, -0.35], [2.53, 3.56, 0.51], [0.12, 3.24, 1.26], [0.12, 2.22, 2.42], [0.36, 0.82, 1.87], [0.94, 2.49, 3.53], [-1.68, 2.16, 3.00], [-2.45, 2.89, 2.21], [-2.07, 0.88, 2.96], [-1.76, 2.59, 4.23], [-1.41, -1.46, 0.05], [-0.16, -3.43, -1.37], [0.76, -4.96, -0.62], [0.13, -0.31, -1.33], [-0.12, -2.13, -2.98], [1.51, -3.68, -2.44], [0.84, -2.37, -0.24], [2.20, -2.93, 1.86], [2.11, -1.07, 1.40], [3.26, -0.53, 1.86], [3.62, 0.82, 1.74], [4.88, 1.21, 2.12], [5.80, 0.30, 2.68], [5.47, -1.02, 2.84], [4.19, -1.46, 2.46], [3.77, -2.72, 2.57], [2.91, 1.52, 1.34], [5.16, 2.25, 2.00], [6.77, 0.65, 3.00], [6.18, -1.73, 3.24], [-5.71, 1.98, -0.23], [-4.94, 0.75, 0.25], [-3.84, 0.35, -0.74], [-2.50, 1.58, -0.69], [-1.39, 1.01, 0.24], [-1.85, 1.59, -2.40], [-2.26, 0.48, -3.37], [-3.45, 0.87, -4.25], [-6.54, 2.19, 0.45], [-6.13, 1.81, -1.22], [-5.08, 2.87, -0.27], [-5.62, -0.09, 0.36], [-4.50, 0.95, 1.23], [-4.24, 0.33, -1.75], [-3.42, -0.62, -0.50], [-0.77, 1.60, -2.24], [-2.14, 2.56, -2.80], [-2.44, -0.45, -2.85], [-1.41, 0.29, -4.02], [-4.33, 1.13, -3.66], [-3.71, 0.05, -4.91], [-3.20, 1.74, -4.86], [2.20, -1.82, -4.22], [3.24, -0.85, -3.76], [2.73, 0.00, -2.60], [2.72, -0.71, -1.33], [2.47, -2.28, -5.08], [1.29, -1.36, -4.35], [2.00, -2.56, -3.51], [3.52, -0.20, -4.60], [4.12, -1.42, -3.46], [1.71, 0.33, -2.82], [3.34, 0.90, -2.50], [3.66, -0.77, -0.95], [2.38, -1.65, -1.46]],
  "lowdin_charge": [2.090, 0.809, -0.682, -0.264, -0.623, 0.705, -0.707, 0.751, -0.704, 0.772, -0.710, 0.756, 0.204, -0.662, 0.149, 0.148, 0.662, -0.390, -0.219, -0.254, 0.703, -0.577, -0.210, -0.656, 0.167, 0.142, 0.209, -0.493, 1.913, -0.516, -0.382, -0.543, -0.459, -0.923, 1.341, -0.344, -0.343, -0.009, 0.009, -0.028, 0.023, -0.352, -0.166, 0.056, 0.131, 0.124, 0.135, -0.095, -0.282, -0.301, 1.110, -0.651, -0.304, -0.289, -0.084, 0.085, 0.081, 0.068, 0.121, 0.100, 0.079, 0.082, 0.052, 0.100, 0.091, 0.106, 0.068, 0.087, 0.088, 0.175, -0.114, -0.222, 0.016, 0.176, 0.139, 0.079, 0.135, 0.137, 0.103, 0.135, 0.105, 0.037]
}

=====

[2]
{
  "formula": "C22H27F2NO3",
  "method": "ωB97M-V/def2-TZVPD",
  "de_lowest_kcal_mol": 0.0,
  "homo_energy_ha": -0.31718,
  "smiles": "OCC1(CCOc2ccccc2)CCN(Cc2ccccc2OC(F)F)CC1",
  "lumo_ev": 0.683,
  "elements": ["O", "C", "C", "C", "C", "O", "C", "C", "C", "C", "C", "C", "C", "C", "N", "C", "C", "C", "C", "C", "C", "C", "O", "C", "F", "F", "C", "C", "H", "H", "H", "H", "H", "H", "H", "H", "H", "H", "H", "H", "H", "H", "H", "H", "H", "H", "H", "H", "H", "H", "H", "H", "H", "H", "H"],
  "positions_angstrom": [[2.40, 2.14, -1.05], [1.83, 1.56, 0.09], [0.97, 0.31, -0.20], [1.77, -0.72, -1.03], [3.13, -1.13, -0.46], [4.08, -0.13, -0.77], [5.35, -0.23, -0.29], [5.84, -1.32, 0.43], [7.15, -1.32, 0.87], [7.98, -0.25, 0.60], [7.50, 0.83, -0.11], [6.19, 0.85, -0.56], [-0.26, 0.70, -1.04], [-1.32, 1.46, -0.25], [-1.72, 0.69, 0.91], [-2.88, 1.26, 1.57], [-4.10, 1.09, 0.71], [-4.81, 2.17, 0.23], [-5.91, 1.99, -0.61], [-6.29, 0.72, -0.97], [-5.60, -0.38, -0.49], [-4.51, -0.19, 0.34], [-3.79, -1.26, 0.91], [-3.39, -2.26, 0.13], [-4.41, -3.09, -0.26], [-2.83, -1.86, -1.03], [-0.60, 0.49, 1.80], [0.48, -0.33, 1.10], [3.10, 1.54, -1.34], [2.60, 1.31, 0.83], [1.20, 2.34, 0.53], [1.94, -0.31, -2.03], [1.16, -1.61, -1.14], [3.44, -2.08, -0.92], [3.07, -1.28, 0.63], [5.21, -2.17, 0.65], [7.52, -2.17, 1.42], [9.01, -0.26, 0.95], [8.14, 1.68, -0.33], [5.79, 1.68, -1.11], [0.07, 1.32, -1.88], [-0.72, -0.21, -1.44], [-2.19, 1.61, -0.88], [-0.94, 2.45, 0.05], [-3.03, 0.71, 2.51], [-2.74, 2.33, 1.81], [-4.51, 3.17, 0.50], [-6.45, 2.85, -0.97], [-7.14, 0.57, -1.62], [-5.90, -1.38, -0.77], [-2.67, -2.88, 0.68], [-0.94, -0.05, 2.69], [-0.18, 1.46, 2.15], [1.31, -0.48, 1.79], [0.05, -1.31, 0.87]],
  "lowdin_charge": [-0.045, -0.209, -0.429, -0.103, -0.178, -0.081, -0.258, -0.024, -0.087, -0.103, -0.084, -0.006, -0.107, -0.164, -0.160, -0.135, -0.149, -0.036, -0.081, -0.072, 0.002, -0.170, 0.070, -0.466, 0.069, 0.092, -0.179, -0.112, 0.066, 0.131, 0.116, 0.130, 0.125, 0.134, 0.125, 0.103, 0.104, 0.099, 0.104, 0.117, 0.126, 0.116, 0.126, 0.127, 0.130, 0.130, 0.114, 0.102, 0.105, 0.115, 0.173, 0.124, 0.126, 0.115, 0.122]
}